Record 1
ORCA calculation (ωB97M-V with the def2-TZVPD basis set) on a cluster of 4 separate species, C18H42N2O4 in total at a distorted geometry.

Structure (XYZ):
```
66
Properties=species:S:1:pos:R:3:nbo_charge:R:1
C -5.5880 0.5766 -2.1226 -0.600
C -5.2221 1.8852 -1.3790 0.120
C -5.0398 3.0005 -2.4046 -0.631
C -6.3691 2.2302 -0.4387 -0.407
C -5.9526 3.1471 0.6901 -0.401
C -4.7369 2.5777 1.4437 -0.393
C -3.5116 2.3125 0.5597 0.123
C -2.7481 3.6033 0.2153 -0.635
C -2.6072 1.3474 1.3383 -0.624
N -3.9732 1.6351 -0.6599 -0.220
O -2.9308 1.1661 -1.4927 -0.579
H -5.2750 -0.2736 -1.5178 0.214
H -6.6596 0.5490 -2.3209 0.202
H -5.0681 0.4956 -3.0783 0.213
H -5.9093 3.0343 -3.0701 0.202
H -5.0382 3.9936 -1.9487 0.199
H -4.1235 2.8363 -2.9695 0.224
H -7.1861 2.7009 -1.0002 0.212
H -6.9013 1.3314 -0.1077 0.210
H -5.6212 4.1366 0.3615 0.198
H -6.7664 3.3409 1.3905 0.213
H -4.9932 1.6661 1.9890 0.204
H -4.4541 3.2939 2.2206 0.206
H -3.3647 4.1636 -0.4885 0.206
H -1.7696 3.3958 -0.2080 0.228
H -2.6685 4.2496 1.0936 0.200
H -2.5444 1.6982 2.3688 0.213
H -1.6538 1.1706 0.8390 0.231
H -3.0165 0.3332 1.4314 0.204
H -2.7003 0.3367 -1.0566 0.466
C 3.8649 -1.8289 2.0174 -0.641
C 4.7787 -1.8729 0.7732 0.108
C 5.7785 -0.7205 0.8108 -0.616
C 5.6192 -3.1477 0.8606 -0.401
C 4.8679 -4.4345 0.7111 -0.403
C 4.1347 -4.4295 -0.6328 -0.400
C 3.3864 -3.1142 -0.9694 0.120
C 3.3482 -3.0072 -2.5129 -0.602
C 1.9235 -3.2044 -0.4902 -0.636
N 4.0740 -1.8961 -0.4902 -0.204
O 3.4006 -0.6949 -0.7850 -0.583
H 3.2185 -2.6998 2.0949 0.207
H 4.4052 -1.5415 2.9180 0.219
H 3.1354 -1.0124 1.9070 0.208
H 6.1930 -0.5544 -0.1917 0.220
H 5.3162 0.2734 0.8922 0.221
H 6.5366 -0.8300 1.5786 0.214
H 6.5015 -3.1270 0.2129 0.214
H 6.0747 -3.1855 1.8600 0.211
H 5.4806 -5.3334 0.7630 0.218
H 4.0545 -4.5396 1.4377 0.197
H 3.4918 -5.2833 -0.8657 0.217
H 4.8651 -4.5775 -1.4428 0.197
H 2.6241 -3.6743 -2.9799 0.211
H 4.3163 -3.2684 -2.9485 0.208
H 3.1473 -1.9853 -2.8331 0.195
H 1.9006 -3.3780 0.5882 0.201
H 1.3647 -4.0235 -0.9424 0.210
H 1.4042 -2.2743 -0.7261 0.217
H 3.6786 -0.5100 -1.6892 0.472
O 2.6051 3.2938 2.8526 -0.948
H 2.6593 3.8250 2.0489 0.475
H 1.9655 3.7548 3.4071 0.475
O 1.1278 1.2396 0.8912 -0.957
H 1.3656 0.3374 0.6413 0.474
H 1.7847 1.4902 1.5552 0.483
```

For the LUMO energy, the calculation gives 0.55 eV. For the HOMO energy, the calculation gives -7.65 eV. As for the SMILES: CC1(C)CCCC(C)(C)N1O.CC1(C)CCCC(C)(C)N1O.O.O.



Record 2
ORCA calculation (ωB97M-V with the def2-TZVPD basis set) on a cluster of 6 separate species, C18H42N6O6 in total at a distorted geometry.

Structure (XYZ):
```
72
Properties=species:S:1:pos:R:3:lowdin_charge:R:1
C 1.5455 -0.2023 -0.1180 -0.044
N 1.2009 -0.7897 1.1791 0.020
C 0.6876 -2.0100 1.2119 -0.612
C 0.7432 -2.7114 2.6259 0.035
O 0.3374 -2.7292 0.3691 0.094
H 2.6984 0.0564 -0.1957 0.141
H 1.0509 0.6991 -0.1844 0.022
H 1.1464 -0.6933 -0.9367 0.035
H 1.4331 -0.3504 2.0713 0.076
H 0.1256 -3.4071 2.7516 -0.026
H 0.4215 -2.1875 3.5367 0.067
H 1.8537 -2.8775 2.9349 0.124
C 1.5365 1.0277 -6.1439 -0.030
N 0.7401 -0.1372 -5.7150 0.008
C 0.7795 -0.6709 -4.4195 -0.577
C -0.1544 -1.7780 -4.1139 -0.005
O 1.5414 -0.2036 -3.6026 0.032
H 0.8901 1.7013 -6.0348 0.001
H 1.8835 0.8210 -7.1935 0.113
H 2.3924 1.1454 -5.5404 0.072
H 0.2489 -0.7038 -6.3731 0.112
H -0.9779 -1.1856 -3.6418 0.077
H 0.4907 -2.6125 -3.4462 0.175
H -0.5825 -2.2668 -4.9357 0.043
C -0.3474 3.2998 1.3398 -0.053
N 0.7968 3.8973 0.6344 -0.024
C 2.0690 3.8196 0.9384 -0.554
C 3.0805 4.7500 0.1317 0.021
O 2.5489 3.0203 1.7072 0.039
H -0.1946 2.1042 1.3711 0.124
H -1.2307 3.7125 0.8170 0.100
H -0.2375 3.7401 2.2901 0.053
H 0.5736 4.8060 -0.0673 0.230
H 3.2532 5.6883 0.5380 0.050
H 2.7816 4.9097 -0.8748 0.057
H 3.9936 4.2082 0.0557 0.069
C 3.4379 -0.0084 3.1494 -0.031
N 2.1839 0.7863 3.3133 0.010
C 1.3337 0.5350 4.3349 -0.539
C 0.1675 1.4609 4.5197 0.019
O 1.5358 -0.3896 5.1231 0.020
H 4.4260 0.4020 3.3612 0.078
H 3.5572 -0.4343 2.0213 0.115
H 3.2089 -0.9868 3.6516 0.083
H 1.9418 1.5360 2.8422 0.001
H 0.1728 2.0115 5.5452 0.133
H -0.7079 0.9350 4.6766 0.049
H 0.1182 2.2532 3.7895 0.041
C -2.4089 -0.3711 1.8417 -0.007
N -1.7256 -0.1245 0.5578 0.005
C -2.1512 0.5962 -0.3887 -0.647
C -1.3087 1.0059 -1.6364 0.015
O -3.2743 1.0298 -0.5464 0.026
H -3.0333 -1.3714 1.8132 0.116
H -2.9243 0.5578 2.0830 0.088
H -1.5968 -0.5026 2.5932 0.076
H -0.7937 -0.5471 0.3573 0.109
H -0.4277 0.2887 -1.6973 0.066
H -0.9855 1.9422 -1.3897 0.023
H -1.8588 1.2302 -2.5893 0.109
C -3.5888 -2.1036 -2.4431 -0.034
N -3.0181 -2.4214 -1.0744 0.061
C -3.2107 -3.6850 -0.6140 -0.612
C -2.7181 -4.0572 0.7049 -0.003
O -3.7519 -4.4919 -1.3052 0.060
H -4.6816 -2.2712 -2.3270 0.091
H -3.4394 -2.8169 -3.2344 0.070
H -3.3326 -1.0857 -2.6204 0.051
H -2.6498 -1.7740 -0.4263 0.060
H -3.0422 -3.6151 1.4928 -0.013
H -1.5428 -4.2624 0.6724 0.134
H -3.0300 -5.1408 0.8814 0.114
```

For the LUMO energy, the calculation gives 0.18 eV. For the HOMO energy, the calculation gives -9.01 eV. As for the SMILES: CNC(C)=O.CNC(C)=O.CNC(C)=O.CNC(C)=O.CNC(C)=O.CNC(C)=O.



Record 3
ORCA calculation (ωB97M-V with the def2-TZVPD basis set) on a cluster of 7 separate species, C18H42O11S5 in total at a distorted geometry.

Structure (XYZ):
```
76
Properties=species:S:1:pos:R:3:lowdin_charge:R:1
C -6.4253 0.2928 26.7626 -0.035
C -5.1818 -0.4866 26.3956 -0.307
C -4.0489 -0.3151 27.4312 -0.085
O -3.5988 -1.6363 27.6824 0.080
C -4.3908 -2.5279 27.0432 -0.557
O -4.2112 -3.6970 27.0274 0.173
O -5.4214 -1.8947 26.4244 0.088
H -6.6814 0.2718 27.8215 0.095
H -7.3270 0.0248 26.2146 0.049
H -6.2220 1.3316 26.4763 0.082
H -4.8392 -0.1308 25.4206 0.132
H -4.4188 0.1679 28.3369 0.135
H -3.2369 0.3019 27.0553 0.114
C -4.3941 2.9986 24.4200 -0.021
C -3.0805 3.4709 25.0161 -0.286
C -3.1574 4.8036 25.7725 -0.079
O -2.6416 4.5183 27.0752 0.073
C -2.4538 3.1847 27.2147 -0.574
O -2.1979 2.6528 28.2328 0.182
O -2.6894 2.5469 26.0510 0.063
H -4.5239 3.3768 23.4031 0.088
H -5.2297 3.3869 25.0039 0.085
H -4.4020 1.9123 24.3568 0.068
H -2.2946 3.4791 24.2619 0.152
H -4.1838 5.1470 25.9191 0.129
H -2.6012 5.6075 25.2966 0.134
C -10.9665 2.1999 25.1500 -0.260
S -9.7860 1.8561 26.4576 0.782
O -8.9381 3.0569 26.6392 -0.545
C -11.0070 1.8070 27.7762 -0.249
H -11.6241 1.3255 25.1179 0.054
H -10.4806 2.3627 24.1915 0.032
H -11.6049 3.0300 25.4600 0.054
H -10.5427 1.6032 28.7356 0.054
H -11.7842 1.0817 27.5434 0.058
H -11.4552 2.8050 27.7877 0.057
C -7.7432 1.1352 23.5621 -0.269
S -8.4964 0.8750 21.9431 0.846
O -9.6191 1.8468 21.8285 -0.548
C -7.1423 1.5843 21.0061 -0.268
H -6.6720 0.9560 23.5991 0.044
H -8.2810 0.4944 24.2586 0.025
H -7.9645 2.1754 23.8181 0.055
H -7.4632 1.9684 20.0400 0.060
H -6.3726 0.8294 20.8224 0.045
H -6.6737 2.4144 21.5391 0.048
C -10.8717 6.5326 26.0517 -0.257
S -10.0023 6.8322 24.4957 0.815
O -10.7978 6.0680 23.4923 -0.558
C -8.6110 5.7641 24.8592 -0.286
H -11.6140 7.3311 26.1281 0.044
H -10.2528 6.5926 26.9444 0.055
H -11.3850 5.5817 25.9336 0.039
H -8.9610 4.7328 24.8374 0.022
H -8.0839 6.0533 25.7664 0.055
H -7.8700 5.7761 24.0507 0.049
C -14.3801 2.1407 23.1802 -0.269
S -14.2912 0.7968 21.9952 0.792
O -15.3269 1.0768 20.9871 -0.549
C -12.7016 1.3083 21.3446 -0.279
H -14.1560 3.0786 22.6678 0.062
H -13.6575 1.9874 23.9803 0.023
H -15.3896 2.2094 23.5783 0.053
H -12.0061 1.4358 22.1735 0.016
H -12.8520 2.2727 20.8561 0.067
H -12.2431 0.6162 20.6434 0.054
C -3.0590 0.3053 19.1778 -0.289
S -2.8454 0.5783 17.4201 0.798
O -2.0778 1.8381 17.2648 -0.547
C -1.6190 -0.7141 17.1972 -0.273
H -3.8209 1.0212 19.5097 0.034
H -2.1492 0.5995 19.7035 0.060
H -3.4485 -0.6620 19.4891 0.056
H -1.2736 -0.7657 16.1688 0.051
H -2.0292 -1.6756 17.5086 0.053
H -0.7815 -0.4339 17.8379 0.056
```

For the LUMO energy, the calculation gives -0.20 eV. For the HOMO energy, the calculation gives -8.75 eV.



Here are the calculated gap between HOMO and LUMO numbers, same order: 8.191; 9.190; 8.546 (eV).
Here are the calculated energy above the lowest of the compared OMol25 structures with the same formula, charge and spin numbers, same order: 1.500; 7.189; 0.030 (eV).
Here are the calculated calculated total energy numbers, same order: -30514.504; -40568.485; -96041.770 (eV).